Record 1
The following is a quantum chemistry calculation of the molecule C6H12O, from the Open Molecules 2025 dataset.

Calculated values
Strongest force on any atom (eV Å⁻¹): 0.28
DFT total energy (eV): -8462.9963
HOMO-LUMO gap (eV): 11.2
Energy above the lowest of the compared OMol25 structures with the same formula, charge and spin (kcal per mole): 31.3
E_LUMO (Eh): 0.0400
SMILES: CC[C@H](C)[C@@H]1CO1

Atoms and positions in Å:
C (1.9919, 0.7072, -0.1873)
C (1.1490, -0.2987, -0.9736)
O (-0.2204, -0.5421, 1.8617)
C (-0.6111, -1.1165, 0.6214)
C (-1.6038, -0.7932, 1.6488)
C (-0.3602, -0.3188, -0.6440)
C (-0.9843, 1.0777, -0.6246)
H (2.0642, 0.4393, 0.8710)
H (1.5727, 1.7172, -0.2484)
H (3.0058, 0.7536, -0.5999)
H (1.5563, -1.3067, -0.8113)
H (1.2574, -0.0974, -2.0471)
H (-0.3337, -2.1710, 0.5286)
H (-2.2264, 0.0963, 1.5589)
H (-2.0266, -1.5973, 2.2521)
H (-0.8451, -0.8884, -1.4506)
H (-0.6567, 1.6590, -1.4943)
H (-2.0775, 1.0209, -0.6607)
H (-0.7020, 1.6331, 0.2763)

These are the natural (NBO) partial charges, in e, on atoms 1 to 2: atom 1 (C): -0.62, atom 2 (C): -0.39

=====

Record 2
The following is a quantum chemistry calculation of a cluster of 2 separate species, C6H12O in total, from the Open Molecules 2025 dataset.

Calculated values
Strongest force on any atom (eV Å⁻¹): 0.57
DFT total energy (eV): -8462.4154
HOMO-LUMO gap (eV): 9.8
Energy above the lowest of the compared OMol25 structures with the same formula, charge and spin (kcal per mole): 44.7
E_LUMO (Eh): 0.0295
SMILES: C=CCC.C=CO

Atoms and positions in Å:
C (3.2439, 0.4044, -0.3037)
C (1.7393, 0.2998, -0.1153)
C (1.0383, -0.1661, -1.3520)
C (0.1158, -1.1141, -1.3801)
H (3.4623, 0.9695, -1.2108)
H (3.7486, 0.8767, 0.5352)
H (3.7113, -0.5745, -0.4467)
H (1.3315, 1.2814, 0.1240)
H (1.4804, -0.3864, 0.6927)
H (1.2881, 0.3217, -2.2885)
H (-0.4512, -1.3724, -2.2634)
H (-0.1409, -1.6607, -0.4711)
C (-3.0171, 0.3206, 0.1911)
C (-2.9624, 0.3380, 1.5106)
O (-2.7279, -0.8041, 2.2262)
H (-3.1635, 1.2342, -0.3585)
H (-2.9479, -0.6228, -0.3411)
H (-3.1356, 1.2357, 2.0913)
H (-2.6131, -0.5808, 3.1602)

These are the natural (NBO) partial charges, in e, on atoms 1 to 2: atom 1 (C): -0.60, atom 2 (C): -0.44

=====

Record 3
The following is a quantum chemistry calculation of the molecule C6H12O, from the Open Molecules 2025 dataset.

Calculated values
Strongest force on any atom (eV Å⁻¹): 0.36
DFT total energy (eV): -8459.9559
HOMO-LUMO gap (eV): 8.9
Energy above the lowest of the compared OMol25 structures with the same formula, charge and spin (kcal per mole): 101.4
E_LUMO (Eh): 0.0375

Atoms and positions in Å:
C (0.6467, 1.7771, 0.7911)
C (0.6909, 0.4818, 0.0036)
C (2.0868, -0.1092, -0.0806)
C (-0.2195, -1.9306, -0.0617)
O (-0.1648, -0.4622, 0.7149)
C (-1.3989, -1.0642, 0.1334)
C (-2.0896, -0.3754, -1.0158)
H (1.2770, 2.5286, 0.3044)
H (-0.3723, 2.1679, 0.8663)
H (1.0334, 1.6080, 1.8016)
H (0.2922, 0.6155, -1.0045)
H (2.4797, -0.3217, 0.9200)
H (2.7558, 0.6074, -0.5693)
H (2.0556, -1.0382, -0.6535)
H (-0.1372, -2.5635, 0.8373)
H (-2.0845, -1.2250, 0.9728)
H (-1.3932, -0.0318, -1.7828)
H (-2.7213, 0.4558, -0.6832)
H (-2.7367, -1.1203, -1.4941)

These are the natural (NBO) partial charges, in e, on atoms 1 to 2: atom 1 (C): -0.63, atom 2 (C): 0.11

=====

Record 4
The following is a quantum chemistry calculation of the molecule C6H12O, from the Open Molecules 2025 dataset.

Calculated values
Strongest force on any atom (eV Å⁻¹): 2.78
DFT total energy (eV): -8462.5410
HOMO-LUMO gap (eV): 10.6
Energy above the lowest of the compared OMol25 structures with the same formula, charge and spin (kcal per mole): 41.8
E_LUMO (Eh): 0.0387
SMILES: C[C@@H]1OCC[C@@H]1C

Atoms and positions in Å:
C (-1.5229, 1.2116, 0.0362)
C (-0.4449, 0.3448, -0.6091)
C (1.1549, 0.9924, -0.6129)
C (1.9547, -0.2823, -0.7394)
O (0.8603, -1.5580, -0.6038)
C (-0.3115, -1.0405, -0.0472)
C (-0.4783, -1.2487, 1.4656)
H (-1.6212, 2.1213, -0.5544)
H (-2.5377, 0.7827, 0.1356)
H (-1.1916, 1.4731, 1.0450)
H (-0.6026, 0.1952, -1.6875)
H (1.3462, 1.5655, 0.3081)
H (1.1940, 1.6597, -1.4872)
H (2.6547, -0.4988, 0.0705)
H (2.4017, -0.4625, -1.7216)
H (-1.2658, -1.3292, -0.5571)
H (0.1263, -0.5483, 2.0553)
H (-1.5294, -1.1111, 1.7549)
H (-0.1870, -2.2672, 1.7490)

These are the natural (NBO) partial charges, in e, on atoms 1 to 2: atom 1 (C): -0.63, atom 2 (C): -0.16